[1]
Density functional theory data (ωB97M-V with the def2-TZVPD basis set) for a structure of composition C33H37N5OSTeTi in a non-equilibrium geometry.

Multiplicity   2
LUMO (spin up / spin down)   -9.346 / -9.332 eV
⟨S²⟩   0.75
Charge   +3
E   -3143.5401 a.u.
HOMO level (spin up / spin down)   -0.59084 / -0.59093 Ha

Structure (XYZ):
```
79
Properties=species:S:1:pos:R:3:mulliken_charge:R:1
Ti 0.391 -1.656 -1.652 -0.04
C 0.499 -5.816 -3.172 -1.98
C 0.648 -4.515 -2.459 1.00
N -0.083 -3.464 -2.670 0.50
N -1.123 -3.522 -3.571 -0.65
C -1.840 -2.398 -3.826 0.73
N -2.831 -2.509 -4.695 -0.37
S -1.493 -0.909 -3.084 -0.43
C 1.675 -4.320 -1.388 0.76
C 2.571 -5.306 -1.043 -0.88
C 3.511 -5.045 -0.042 -0.61
C 3.514 -3.805 0.565 -1.06
C 2.569 -2.865 0.172 -0.07
N 1.654 -3.104 -0.772 0.34
H 0.191 -5.684 -4.208 0.56
H -0.230 -6.450 -2.660 0.38
H 1.440 -6.359 -3.206 0.44
H -1.334 -4.403 -4.027 0.24
H -3.037 -3.362 -5.196 0.21
H -3.361 -1.688 -4.947 0.25
H 2.556 -6.266 -1.533 0.36
H 4.226 -5.804 0.241 0.49
H 4.227 -3.552 1.335 0.48
H 2.548 -1.877 0.623 0.51
C -0.021 3.955 6.278 -1.57
C 0.075 3.100 5.050 0.17
C 1.095 3.273 4.122 -0.94
C 1.205 2.488 2.979 0.66
C 2.347 2.711 2.042 -1.03
C 0.221 1.525 2.787 0.91
Te 0.111 0.023 1.272 0.94
N 1.034 -0.082 -0.556 0.15
C 1.750 0.304 -1.632 0.62
O 1.617 -0.564 -2.618 -0.44
C 2.567 1.471 -1.891 0.09
C 3.305 2.082 -0.877 -0.06
C 4.098 3.176 -1.166 -0.76
C 4.134 3.670 -2.466 -0.42
C 3.413 3.054 -3.484 -0.76
C 2.643 1.941 -3.210 -0.46
C -1.732 0.548 0.429 1.34
C -2.640 -0.495 0.180 0.50
C -2.310 -1.961 0.295 -1.38
C -3.921 -0.157 -0.235 -1.02
C -4.308 1.169 -0.413 0.39
C -5.705 1.521 -0.821 -1.65
C -3.354 2.162 -0.225 -0.89
C -2.058 1.889 0.195 0.73
C -1.108 3.039 0.341 -1.59
C -0.808 1.267 3.701 0.78
C -1.866 0.199 3.578 -1.95
C -0.851 2.089 4.822 -0.98
H 0.765 4.705 6.306 0.38
H 0.059 3.340 7.175 0.38
H -0.983 4.463 6.315 0.37
H 1.842 4.038 4.291 0.36
H 3.019 3.472 2.429 0.38
H 2.005 3.044 1.060 0.20
H 2.933 1.801 1.926 0.29
H 3.313 1.646 0.111 0.64
H 4.699 3.637 -0.396 0.45
H 4.744 4.534 -2.692 0.44
H 3.466 3.438 -4.492 0.45
H 2.092 1.447 -3.996 0.50
H -1.335 -2.201 -0.185 0.18
H -3.060 -2.568 -0.209 0.45
H -2.217 -2.319 1.325 0.30
H -4.636 -0.946 -0.422 0.43
H -6.308 0.633 -0.993 0.40
H -5.707 2.124 -1.729 0.40
H -6.189 2.113 -0.044 0.36
H -3.626 3.193 -0.412 0.55
H -1.391 3.831 -0.349 0.56
H -0.078 2.765 0.105 -0.08
H -1.128 3.451 1.351 0.38
H -1.488 -0.786 3.271 0.25
H -2.661 0.485 2.888 0.36
H -2.314 0.030 4.556 0.55
H -1.637 1.915 5.546 0.52
```


[2]
Density functional theory data (ωB97M-V with the def2-TZVPD basis set) for a structure of composition C33H37N6O2PS3V.

Multiplicity   2
LUMO (spin up / spin down)   -0.047 / -0.043 eV
⟨S²⟩   0.76
E   -4238.7306 a.u.
HOMO level (spin up / spin down)   -0.25026 / -0.22804 Ha

Structure (XYZ):
```
83
Properties=species:S:1:pos:R:3:mulliken_charge:R:1
V 0.870 0.070 0.113 1.24
N 1.971 -0.260 -1.777 -0.32
C 1.023 -0.314 -2.891 -0.80
C 0.027 0.817 -2.742 -1.30
N -0.763 0.659 -1.500 1.25
C -1.288 1.951 -1.010 -0.60
C -0.185 2.968 -0.756 -1.45
N 0.950 2.348 -0.034 -0.29
C -1.871 -0.290 -1.792 -0.97
C -2.927 -0.415 -0.713 -1.36
N -2.314 -0.679 0.570 -0.01
H 2.677 0.448 -1.945 0.25
H 2.457 -1.154 -1.680 0.30
H 0.520 -1.279 -2.849 0.31
H 1.508 -0.240 -3.869 0.52
H -0.632 0.862 -3.617 0.41
H 0.571 1.759 -2.715 0.39
H -1.802 1.735 -0.072 0.28
H -2.021 2.376 -1.712 0.38
H -0.604 3.802 -0.191 0.44
H 0.174 3.393 -1.690 0.46
H 0.967 2.671 0.926 0.09
H 1.825 2.666 -0.434 0.27
H -1.414 -1.266 -1.955 0.32
H -2.365 0.008 -2.725 0.38
H -3.632 -1.182 -1.062 0.54
H -3.506 0.511 -0.646 0.43
H -1.763 -1.532 0.557 -0.10
H -2.989 -0.732 1.321 0.21
O 3.984 -1.553 0.791 -0.74
C 3.189 -0.896 1.430 -0.09
O 2.636 0.219 1.021 -0.54
C 2.792 -1.286 2.840 0.40
C 3.648 -2.143 3.523 -0.43
C 3.404 -2.492 4.841 -0.76
C 2.290 -1.981 5.488 -0.84
C 1.420 -1.143 4.807 -0.33
C 1.646 -0.794 3.477 0.18
P 0.455 0.328 2.621 2.77
C -1.160 -0.079 3.370 0.29
C -1.490 -1.385 3.722 -0.64
C -2.787 -1.711 4.101 -0.83
C -3.773 -0.736 4.134 -0.61
C -3.458 0.569 3.770 -0.97
C -2.168 0.887 3.378 -0.61
C 0.953 1.891 3.483 0.59
C 2.125 2.527 3.058 -0.33
C 2.581 3.674 3.691 -0.87
C 1.883 4.208 4.764 -0.65
C 0.736 3.572 5.213 -0.71
C 0.279 2.422 4.583 -0.69
H 4.511 -2.521 2.989 0.53
H 4.081 -3.157 5.363 0.40
H 2.092 -2.235 6.522 0.45
H 0.551 -0.756 5.325 0.47
H -0.737 -2.163 3.689 0.45
H -3.023 -2.733 4.369 0.42
H -4.781 -0.990 4.436 0.41
H -4.222 1.337 3.784 0.40
H -1.948 1.903 3.067 0.51
H 2.704 2.084 2.258 0.41
H 3.498 4.142 3.350 0.46
H 2.239 5.104 5.257 0.38
H 0.195 3.963 6.066 0.44
H -0.605 1.932 4.969 0.41
S 0.729 -6.966 -2.973 -0.33
C 0.926 -5.486 -2.250 0.18
S -0.066 -4.960 -0.921 -0.14
C 0.770 -3.436 -0.858 0.03
N 1.688 -3.321 -1.759 -0.29
N 1.798 -4.487 -2.514 0.13
C 2.826 -4.510 -3.501 0.25
C 3.077 -3.359 -4.238 0.10
C 4.085 -3.353 -5.188 -0.63
C 4.843 -4.493 -5.412 -0.45
C 4.586 -5.636 -4.672 -0.69
C 3.584 -5.653 -3.713 -0.50
S 0.387 -2.305 0.410 -0.43
H 2.481 -2.477 -4.066 0.28
H 4.273 -2.450 -5.757 0.37
H 5.629 -4.489 -6.157 0.38
H 5.174 -6.532 -4.829 0.36
H 3.392 -6.545 -3.137 0.41
```


[3]
Density functional theory data (ωB97M-V with the def2-TZVPD basis set) for a structure of composition C33H38BN9O2PtS3.

Multiplicity   6
LUMO (spin up / spin down)   -7.257 / -12.323 eV
⟨S²⟩   8.80
Charge   +3
E   -3261.3541 a.u.
HOMO level (spin up / spin down)   -0.56021 / -0.56012 Ha

Structure (XYZ):
```
87
Properties=species:S:1:pos:R:3:mulliken_charge:R:1
Pt -0.586 0.622 -1.446 1.68
C 0.393 3.818 -4.336 -1.44
C -0.262 2.634 -4.020 -0.34
N -0.108 2.373 -2.718 -0.68
N 0.677 3.333 -2.193 1.05
C 0.979 4.224 -3.151 0.05
B 1.189 3.312 -0.732 -0.09
N -0.026 3.185 0.228 0.88
C -0.315 3.828 1.372 0.06
C -1.387 3.196 1.977 -1.69
C -1.697 2.142 1.127 -0.53
N -0.880 2.155 0.073 -0.71
N 2.035 2.019 -0.571 0.92
C 3.216 1.818 0.035 0.03
C 3.624 0.520 -0.215 -1.60
C 2.607 -0.031 -0.989 -0.39
N 1.666 0.886 -1.204 -0.93
N 2.026 4.535 -0.489 0.56
C 3.315 4.767 -0.883 -0.37
C 3.600 6.079 -0.626 -0.89
C 2.396 6.601 -0.094 -0.29
N 1.467 5.673 -0.018 -1.11
H 0.445 4.299 -5.297 0.47
H -0.826 1.990 -4.672 0.63
H 1.585 5.093 -2.955 0.45
H 0.231 4.706 1.668 0.63
H -1.863 3.453 2.908 0.50
H -2.442 1.370 1.235 0.65
H 3.706 2.593 0.601 0.79
H 4.539 0.044 0.093 0.54
H 2.556 -1.013 -1.432 0.78
H 3.936 4.002 -1.322 0.63
H 4.511 6.614 -0.834 0.45
H 2.191 7.608 0.231 0.49
C -5.066 0.096 0.364 -0.23
C -4.475 -1.228 -0.127 -1.15
S -2.821 -1.206 -0.931 0.51
C -3.246 -1.490 -2.678 -1.02
C -3.969 -0.313 -3.293 -0.63
S -2.896 1.158 -3.190 0.18
C -4.060 2.457 -2.693 -0.92
C -4.531 2.402 -1.238 0.39
S -5.795 1.140 -0.928 0.29
H -4.344 0.696 0.914 0.05
H -5.911 -0.127 1.023 0.53
H -5.158 -1.754 -0.796 0.51
H -4.326 -1.850 0.754 0.52
H -3.828 -2.410 -2.739 0.69
H -2.284 -1.654 -3.161 0.32
H -4.914 -0.096 -2.783 0.18
H -4.189 -0.491 -4.347 0.59
H -4.890 2.449 -3.400 0.55
H -3.504 3.385 -2.833 0.42
H -5.029 3.352 -1.008 0.56
H -3.703 2.256 -0.546 -0.60
C 2.250 -2.451 6.127 -1.47
C 1.753 -3.308 5.003 0.82
C 1.306 -4.609 5.258 -0.73
C 0.856 -5.446 4.235 -1.15
C 0.839 -4.993 2.943 -0.66
C 1.292 -3.684 2.656 0.64
N 1.214 -3.193 1.382 0.16
C 1.239 -3.889 0.198 0.53
C 1.828 -5.163 0.143 -0.47
C 1.915 -5.851 -1.050 -0.85
C 1.431 -5.286 -2.223 -0.93
C 0.865 -4.018 -2.195 -0.83
C 0.759 -3.301 -1.012 0.34
C 0.175 -1.933 -1.097 1.17
O -0.196 -1.489 -2.219 -0.86
O 0.077 -1.179 -0.076 -1.02
C 1.771 -2.836 3.692 0.70
C 2.372 -1.494 3.393 -1.16
H 2.030 -2.899 7.093 0.43
H 1.802 -1.457 6.097 0.34
H 3.332 -2.314 6.061 0.35
H 1.309 -4.975 6.277 0.44
H 0.502 -6.441 4.465 0.44
H 0.419 -5.597 2.150 0.73
H 0.993 -2.200 1.267 0.08
H 2.264 -5.578 1.042 0.76
H 2.386 -6.824 -1.070 0.45
H 1.519 -5.823 -3.157 0.47
H 0.504 -3.562 -3.106 0.58
H 2.399 -1.258 2.332 -0.02
H 3.400 -1.467 3.762 0.41
H 1.837 -0.699 3.917 0.42
```


[4]
Density functional theory data (ωB97M-V with the def2-TZVPD basis set) for a structure of composition C33H38Br3IrN8O4 in a non-equilibrium geometry.

Multiplicity   1
LUMO   -5.272 eV
Charge   +2
E   -9845.2546 a.u.
HOMO level   -0.46443 Ha

Structure (XYZ):
```
87
Properties=species:S:1:pos:R:3:mulliken_charge:R:1
Ir 0.854 0.264 0.128 1.71
C -0.934 0.365 -3.015 -0.82
C -1.219 1.510 -2.096 0.40
C -2.137 2.490 -2.531 -1.19
C -2.462 3.546 -1.736 -1.17
C -1.861 3.671 -0.467 1.22
C -2.138 4.698 0.463 -0.03
Br -3.393 6.043 0.056 -0.18
C -1.503 4.719 1.674 -0.36
C -0.539 3.750 1.981 0.35
Br 0.337 3.769 3.646 -0.12
C -0.192 2.766 1.082 -0.57
O 0.792 1.912 1.287 -0.67
C -0.919 2.686 -0.110 -0.45
N -0.621 1.610 -0.915 0.65
H -1.746 -0.364 -2.956 0.32
H -0.006 -0.124 -2.757 -0.57
H -0.889 0.719 -4.044 0.57
H -2.581 2.380 -3.510 0.59
H -3.164 4.297 -2.072 0.44
H -1.733 5.493 2.393 0.52
O -6.726 0.487 1.857 -0.52
C -6.260 0.322 3.179 -0.49
N -4.991 -0.360 3.123 -0.20
C -3.855 0.309 2.805 0.32
O -3.764 1.514 2.710 -0.64
C -2.641 -0.556 2.562 -0.09
C -2.403 -1.798 3.131 -0.26
C -1.257 -2.496 2.766 -1.47
C -0.382 -1.929 1.862 0.25
N -0.596 -0.713 1.343 0.24
C -1.699 -0.044 1.688 -0.22
H -7.350 1.219 1.820 0.33
H -6.943 -0.301 3.760 0.36
H -6.113 1.276 3.683 0.35
H -5.026 -1.354 2.970 0.27
H -3.085 -2.222 3.857 0.64
H -1.048 -3.476 3.169 0.52
H 0.504 -2.454 1.532 0.42
H -1.856 0.936 1.258 0.68
Br 3.067 -2.644 0.340 0.03
C 3.056 -1.466 1.813 0.09
C 3.854 -1.807 2.886 -0.78
C 3.873 -0.966 3.986 -0.53
C 3.100 0.178 3.959 -0.87
C 2.333 0.451 2.844 -0.15
N 2.296 -0.359 1.766 0.30
H 4.450 -2.706 2.853 0.53
H 4.483 -1.213 4.844 0.45
H 3.083 0.865 4.793 0.57
H 1.724 1.337 2.792 0.21
C 2.135 2.370 -1.550 -0.11
C 3.253 2.993 -2.431 -0.95
N 4.426 2.144 -2.362 -0.16
C 4.866 1.996 -0.987 -0.90
C 3.770 1.236 -0.176 -0.44
N 2.586 1.033 -1.050 0.46
C 2.957 0.177 -2.202 -0.23
C 4.148 0.850 -2.957 -0.90
H 1.231 2.236 -2.133 0.02
H 1.914 2.994 -0.686 0.38
H 3.510 3.993 -2.084 0.31
H 2.931 3.062 -3.469 0.34
H 5.042 2.985 -0.564 0.27
H 5.801 1.439 -0.966 0.37
H 3.462 1.801 0.702 0.27
H 4.140 0.261 0.136 0.40
H 2.087 0.065 -2.846 0.21
H 3.238 -0.807 -1.833 0.34
H 3.909 0.987 -4.011 0.37
H 5.040 0.228 -2.886 0.27
N 0.693 -1.397 -1.112 -0.09
C 0.173 -2.328 -1.561 0.32
N -0.422 -3.364 -2.064 0.31
C -1.892 -3.392 -2.208 -0.41
C -2.382 -4.767 -1.785 -0.80
O -1.730 -5.772 -2.529 -0.37
C -0.339 -5.787 -2.285 -0.64
C 0.303 -4.475 -2.711 -0.51
H -2.148 -3.223 -3.256 0.31
H -2.330 -2.610 -1.588 0.41
H -3.448 -4.861 -1.981 0.37
H -2.203 -4.914 -0.712 0.36
H 0.075 -6.606 -2.868 0.38
H -0.145 -5.973 -1.221 0.31
H 0.221 -4.362 -3.794 0.31
H 1.351 -4.445 -2.419 0.42
```


[5]
Density functional theory data (ωB97M-V with the def2-TZVPD basis set) for a structure of composition C33H38Cl2N5O2Os in a non-equilibrium geometry.

Multiplicity   5
LUMO (spin up / spin down)   -2.605 / -3.577 eV
⟨S²⟩   6.04
Charge   +1
E   -2715.3584 a.u.
HOMO level (spin up / spin down)   -0.36511 / -0.37809 Ha

Structure (XYZ):
```
81
Properties=species:S:1:pos:R:3:mulliken_charge:R:1
Os 0.509 -0.429 -0.201 2.46
C -2.474 0.055 -1.434 -0.85
C -1.939 0.448 -2.807 -1.65
C -0.462 0.601 -3.100 0.95
C -0.117 0.892 -4.421 -1.14
C 1.171 1.269 -4.741 -0.57
C 2.106 1.371 -3.717 -1.15
C 1.714 1.025 -2.445 -0.38
N 0.466 0.621 -2.135 0.36
N -1.822 0.632 -0.240 0.50
C -1.534 2.063 -0.319 -1.00
C -0.377 2.477 0.558 0.57
C -0.465 3.615 1.342 -1.06
C 0.623 3.998 2.108 -0.61
C 1.775 3.234 2.066 -0.98
C 1.785 2.108 1.263 -0.44
N 0.742 1.736 0.521 -0.12
C -2.721 0.343 0.896 -1.53
C -2.130 0.599 2.259 0.52
C -2.926 0.963 3.336 -1.08
C -2.322 1.132 4.571 -0.58
C -0.956 0.934 4.687 -1.17
C -0.245 0.572 3.553 -0.61
N -0.818 0.415 2.366 0.69
H -2.419 -1.021 -1.304 0.01
H -3.542 0.320 -1.434 0.62
H -2.378 1.411 -3.091 0.50
H -2.359 -0.267 -3.521 0.72
H -0.884 0.842 -5.180 0.56
H 1.438 1.497 -5.762 0.45
H 3.122 1.684 -3.899 0.56
H 2.428 1.047 -1.628 0.42
H -2.418 2.664 -0.066 0.47
H -1.264 2.317 -1.346 0.55
H -1.382 4.185 1.359 0.53
H 0.566 4.877 2.734 0.45
H 2.647 3.490 2.648 0.48
H 2.655 1.468 1.214 0.51
H -3.003 -0.709 0.828 0.55
H -3.646 0.927 0.776 0.50
H -3.990 1.104 3.210 0.54
H -2.911 1.412 5.432 0.44
H -0.451 1.049 5.633 0.50
H 0.820 0.389 3.594 0.73
Cl 0.844 -2.730 4.477 -0.16
C 0.501 -3.191 2.793 0.84
Cl 0.522 -4.935 2.590 -0.12
C 1.559 -2.513 1.896 -0.25
O 2.649 -2.965 1.753 -0.52
O 1.124 -1.365 1.424 -0.49
H -0.496 -2.824 2.560 -0.13
C -1.978 -3.380 0.130 -1.45
C -1.376 -4.152 -1.038 0.20
C -1.774 -3.619 -2.414 -1.53
C 0.119 -4.336 -0.963 0.36
C 0.618 -5.616 -0.772 -0.83
C 1.978 -5.875 -0.842 -1.14
C 2.850 -4.851 -1.184 -0.99
C 2.397 -3.558 -1.386 1.22
C 3.343 -2.502 -1.922 0.03
C 2.887 -2.028 -3.304 -1.34
C 3.632 -1.328 -0.994 -1.19
C 1.036 -3.279 -1.173 -0.51
N 0.676 -1.969 -1.194 1.21
H -3.058 -3.284 0.006 0.58
H -1.547 -2.377 0.225 -0.25
H -1.798 -3.913 1.060 0.63
H -1.799 -5.158 -0.975 0.73
H -1.337 -2.636 -2.605 0.07
H -2.859 -3.557 -2.506 0.44
H -1.411 -4.290 -3.190 0.44
H -0.073 -6.426 -0.587 0.46
H 2.351 -6.876 -0.682 0.40
H 3.902 -5.063 -1.306 0.48
H 4.297 -3.018 -2.061 0.76
H 1.889 -1.578 -3.255 0.12
H 2.843 -2.862 -4.002 0.42
H 3.581 -1.289 -3.701 0.45
H 2.739 -0.687 -0.856 -0.11
H 4.420 -0.711 -1.426 0.58
H 3.939 -1.665 -0.011 0.36
```